Entry 1:
Below is a cluster of 2 separate species, C3H10N2O in total at a distorted geometry, with properties calculated with wB97M-V/def2-TZVPD.

Structure (XYZ):
```
16
C3H10N2O (wB97M-V/def2-TZVPD)
C -1.324 -1.371 1.850
C -2.765 -0.916 1.691
O -3.048 -0.182 0.799
H -0.944 -1.625 0.866
H -1.127 -2.082 2.645
H -0.878 -0.418 2.164
H -3.456 -1.287 2.464
N 2.051 2.014 -1.147
C 1.777 0.714 -1.762
N 2.553 -0.420 -1.294
H 1.199 2.534 -1.074
H 2.434 1.917 -0.223
H 0.716 0.471 -1.667
H 2.002 0.718 -2.829
H 3.505 -0.221 -1.051
H 2.140 -0.931 -0.521
```

Its SMILES is CC=O.NCN. Its relative energy (zero: lowest compared OMol25 entry of this formula, charge and spin) is 161.9 kJ/mol. For the total energy, the calculation gives -305.01299 hartree. As for the LUMO energy: 0.030 hartree. Its HOMO-LUMO gap is 10.0784 eV.

Entry 2:
Below is a cluster of 2 separate species, C3H10N2O in total at a distorted geometry, with properties calculated with wB97M-V/def2-TZVPD.

Structure (XYZ):
```
16
C3H10N2O (wB97M-V/def2-TZVPD)
C -1.920 1.075 -0.259
C -0.429 0.858 -0.050
N -0.230 -0.410 0.634
C 0.857 -0.743 1.185
N 1.906 0.099 1.507
H -2.274 0.418 -1.048
H -2.173 2.091 -0.593
H -2.459 1.077 0.689
H 0.077 1.663 0.514
H 0.061 1.003 -1.015
H 1.016 -1.763 1.524
H 1.876 1.017 1.079
H 2.823 -0.299 1.418
O -0.186 -0.930 -2.391
H -0.385 -0.921 -1.445
H -0.106 -1.849 -2.602
```

Its SMILES is CC/N=C\N.O. Its relative energy (zero: lowest compared OMol25 entry of this formula, charge and spin) is 112.9 kJ/mol. For the total energy, the calculation gives -305.03163 hartree. As for the LUMO energy: 0.033 hartree. Its HOMO-LUMO gap is 10.3220 eV.

Entry 3:
Below is a cluster of 2 separate species, C3H10N2O in total at a distorted geometry, with properties calculated with wB97M-V/def2-TZVPD.

Structure (XYZ):
```
16
C3H10N2O (wB97M-V/def2-TZVPD)
C 0.779 -2.092 0.077
C 1.390 -0.907 -0.051
N 1.665 -0.086 1.070
H 0.533 -2.664 -0.804
H 0.472 -2.491 1.026
H 1.747 -0.521 -0.999
H 1.274 -0.468 1.915
H 2.651 0.125 1.107
N -1.084 0.714 -1.356
C -1.750 1.576 -0.420
O -1.599 1.188 0.944
H -0.135 1.023 -1.518
H -0.872 -0.185 -0.938
H -1.388 2.599 -0.513
H -2.830 1.601 -0.603
H -0.853 0.587 1.062
```

Its SMILES is C=CN.NCO. Its relative energy (zero: lowest compared OMol25 entry of this formula, charge and spin) is 174.5 kJ/mol. For the total energy, the calculation gives -305.00819 hartree. As for the LUMO energy: 0.033 hartree. Its HOMO-LUMO gap is 10.0152 eV.

Entry 4:
Below is a cluster of 2 separate species, C3H10N2O in total at a distorted geometry, with properties calculated with wB97M-V/def2-TZVPD.

Structure (XYZ):
```
16
C3H10N2O (wB97M-V/def2-TZVPD)
C 1.566 -0.120 -1.062
N 1.785 1.147 -0.644
H 2.667 1.321 -0.178
H 0.969 1.528 -0.139
H 0.666 -0.243 -1.655
H 2.425 -0.699 -1.381
H 0.700 -0.740 0.125
N -1.452 1.002 -0.438
C -0.293 -0.627 0.998
C -1.298 -1.545 0.829
O -0.594 0.941 0.714
H -2.302 0.513 -0.125
H -1.684 1.989 -0.528
H 0.155 -0.521 1.981
H -1.610 -2.173 1.650
H -1.701 -1.775 -0.147
```

Its relative energy (zero: lowest compared OMol25 entry of this formula, charge and spin) is 670.0 kJ/mol. For the total energy, the calculation gives -304.81945 hartree. As for the LUMO energy (alpha / beta): -0.005 / 0.017 hartree. Its HOMO-LUMO gap (alpha / beta) is 6.5300 / 7.8465 eV.

Entry 5:
Below is a cluster of 2 separate species, C3H10N2O in total at a distorted geometry, with properties calculated with wB97M-V/def2-TZVPD.

Structure (XYZ):
```
16
C3H10N2O (wB97M-V/def2-TZVPD)
C 0.706 2.578 2.040
C -0.121 1.808 0.991
O 0.489 1.439 0.030
H 1.476 1.963 2.529
H 1.197 3.459 1.559
H 0.197 3.049 2.869
H -1.062 1.235 1.314
N 0.686 -1.237 -1.027
C -0.417 -1.988 -0.493
N -1.368 -2.463 -1.611
H 0.353 -0.211 -1.090
H 1.552 -1.190 -0.469
H -0.809 -1.486 0.424
H -0.177 -2.900 -0.086
H -0.891 -2.238 -2.468
H -1.982 -1.683 -1.583
```

Its SMILES is CC=O.NCN. Its relative energy (zero: lowest compared OMol25 entry of this formula, charge and spin) is 245.7 kJ/mol. For the total energy, the calculation gives -304.98108 hartree. As for the LUMO energy: 0.017 hartree. Its HOMO-LUMO gap is 9.2918 eV.

Entry 6:
Below is a cluster of 2 separate species, C3H10N2O in total at a distorted geometry, with properties calculated with wB97M-V/def2-TZVPD.

Structure (XYZ):
```
16
C3H10N2O (wB97M-V/def2-TZVPD)
C 2.315 -0.112 -1.076
C 1.751 -0.963 0.025
O 2.446 -1.492 0.848
H 1.621 0.748 -1.038
H 3.372 0.119 -1.008
H 2.174 -0.574 -2.054
H 0.727 -1.310 -0.198
N -0.812 0.173 1.335
C -2.092 0.139 0.618
N -2.312 1.260 -0.263
H -0.010 0.293 0.734
H -0.609 -0.636 1.910
H -2.857 -0.028 1.368
H -1.997 -0.737 -0.050
H -2.000 1.101 -1.210
H -1.714 2.020 0.057
```

Its SMILES is CC=O.NCN. Its relative energy (zero: lowest compared OMol25 entry of this formula, charge and spin) is 184.7 kJ/mol. For the total energy, the calculation gives -305.00431 hartree. As for the LUMO energy: 0.027 hartree. Its HOMO-LUMO gap is 9.9449 eV.